Entry from the OMol25 dataset: 5 unconnected molecules or ions with the total composition C18H48NO14P3 (the ωB97M-V functional and the def2-TZVPD basis).

```
84
Properties=species:S:1:pos:R:3
O 0.50765 -0.10638 0.81405
H 0.39405 -0.39056 -0.09585
H -0.22243 0.39022 1.19087
H 1.30472 0.42658 0.86113
C -2.65819 -1.20428 1.04282
C -2.72760 -0.56391 2.46724
C -2.63470 -1.75939 3.44900
C -2.58816 -1.38152 4.90563
C -1.36859 -0.61278 5.12731
C -1.30232 0.73244 4.23215
N -1.64405 0.41182 2.77647
O -1.51758 1.47815 1.82322
C 0.24916 1.15632 4.29372
C -2.17349 1.85731 4.87182
C -4.15403 -0.06265 2.55510
H -3.37760 -1.99519 0.83070
H -1.66014 -1.59068 0.83623
H -2.80917 -0.38254 0.34277
H -1.71168 -2.25324 3.14524
H -3.47238 -2.45080 3.35771
H -2.50230 -2.27939 5.51764
H -3.48143 -0.84338 5.22276
H -0.50108 -1.25069 4.95819
H -1.44112 -0.39897 6.19368
H 0.64853 1.25557 5.30304
H 0.45375 2.02606 3.66937
H 0.91077 0.35006 3.97701
H -3.22050 1.57113 4.97171
H -2.21758 2.83058 4.38304
H -1.73873 1.99725 5.86153
H -4.27898 0.47655 3.49412
H -4.85464 -0.88266 2.39753
H -4.36947 0.60835 1.72357
C 3.50081 4.06595 -0.85556
O 4.36574 2.98409 -0.65414
P 3.80330 1.46951 -0.39443
O 2.54412 1.38510 0.45042
O 5.09103 0.58314 0.10405
C 5.44277 0.46843 1.41700
O 3.59282 0.89268 -1.89035
C 4.63403 0.88211 -2.83706
H 3.47165 4.50832 -1.85133
H 3.82145 4.89037 -0.21867
H 2.46476 3.79293 -0.65510
H 6.46986 0.80290 1.56305
H 5.38046 -0.56860 1.74684
H 4.92052 1.09318 2.14159
H 4.90436 -0.12281 -3.16137
H 5.56495 1.30172 -2.45573
H 4.30874 1.54281 -3.64065
C -3.00879 1.59248 -1.64156
O -2.28370 1.70055 -2.84648
P -0.73299 1.17570 -2.96481
O -0.05430 0.91696 -1.68616
O -0.05326 2.34275 -3.82495
C 1.31068 2.61888 -3.64975
O -0.79415 -0.01712 -4.06904
C -1.60870 0.11913 -5.18568
H -3.76684 2.37299 -1.57620
H -2.34662 1.87696 -0.82382
H -3.53727 0.63976 -1.60824
H 1.41795 3.53527 -3.06940
H 1.66339 2.83869 -4.65741
H 1.90454 1.85487 -3.14803
H -2.20537 1.03119 -5.17017
H -2.31774 -0.70256 -5.28663
H -0.94539 0.22948 -6.04355
C 1.22835 -5.12004 -1.33278
O 0.07435 -4.35319 -1.58525
P 0.13339 -2.78351 -1.97485
O 0.61558 -2.01486 -0.84582
O 1.08773 -2.75748 -3.32176
C 1.75962 -1.57851 -3.70059
O -1.28081 -2.36883 -2.65075
C -2.49587 -2.52708 -1.99508
H 2.09374 -4.50102 -1.09610
H 1.38866 -5.86024 -2.11670
H 1.00279 -5.75512 -0.47610
H 1.45091 -1.29338 -4.70633
H 2.76131 -1.99482 -3.80744
H 1.84563 -0.79728 -2.94536
H -3.24349 -2.83215 -2.72726
H -2.75483 -1.52887 -1.64209
H -2.43055 -3.19083 -1.13295
```

Computed properties:
**Spin multiplicity**: 1
**Total charge**: 0
**Kohn-Sham gap**: 5.21 eV
**Molar mass**: 595.50 g mol⁻¹
**ΔE to the lowest compared entry with this formula, charge and spin**: 57.9 kcal/mol
**LUMO**: 0.29 eV

Per-atom Mulliken charges, elementary charge units: atom 1 (O): 0.135, atom 2 (H): 0.217, atom 3 (H): 0.301, atom 4 (H): 0.739, atom 5 (C): -2.025, atom 6 (C): 1.552, atom 7 (C): -1.245, atom 8 (C): -0.632, atom 9 (C): -1.110, atom 10 (C): 1.103, atom 11 (N): 1.187, atom 12 (O): -0.874, atom 13 (C): -1.954, atom 14 (C): -1.613, atom 15 (C): -1.767, atom 16 (H): 0.550, atom 17 (H): 0.290, atom 18 (H): 0.170, atom 19 (H): 0.376, atom 20 (H): 0.390, atom 21 (H): 0.350, atom 22 (H): 0.358, atom 23 (H): 0.356, atom 24 (H): 0.337, atom 25 (H): 0.456, atom 26 (H): 0.398, atom 27 (H): 0.330, atom 28 (H): 0.347, atom 29 (H): 0.282, atom 30 (H): 0.444, atom 31 (H): 0.351, atom 32 (H): 0.413, atom 33 (H): 0.276, atom 34 (C): -0.647, atom 35 (O): -0.341, atom 36 (P): 0.486, atom 37 (O): -0.437, atom 38 (O): -0.315, atom 39 (C): -0.811, atom 40 (O): 0.153, atom 41 (C): -0.868, atom 42 (H): 0.282, atom 43 (H): 0.293, atom 44 (H): 0.244, atom 45 (H): 0.289, atom 46 (H): 0.280, atom 47 (H): 0.334, atom 48 (H): 0.254, atom 49 (H): 0.397, atom 50 (H): 0.298, atom 51 (C): -0.792, atom 52 (O): -0.483, atom 53 (P): 0.554, atom 54 (O): 0.238, atom 55 (O): -0.453, atom 56 (C): -0.258, atom 57 (O): -0.140, atom 58 (C): -0.933, atom 59 (H): 0.358, atom 60 (H): 0.331, atom 61 (H): 0.246, atom 62 (H): 0.303, atom 63 (H): 0.398, atom 64 (H): -0.249, atom 65 (H): 0.370, atom 66 (H): 0.253, atom 67 (H): 0.261, atom 68 (C): -0.693, atom 69 (O): -0.347, atom 70 (P): 0.562, atom 71 (O): -0.589, atom 72 (O): -0.424, atom 73 (C): -0.494, atom 74 (O): -0.181, atom 75 (C): -0.443, atom 76 (H): 0.308, atom 77 (H): 0.264, atom 78 (H): 0.282, atom 79 (H): 0.270, atom 80 (H): 0.357, atom 81 (H): 0.078, atom 82 (H): 0.357, atom 83 (H): -0.045, atom 84 (H): 0.358